{"formula": "C18H30O10S2", "method": "ωB97M-V/def2-TZVPD", "elements": ["O", "S", "O", "O", "C", "C", "C", "C", "O", "S", "O", "O", "O", "C", "C", "C", "C", "C", "C", "C", "C", "H", "H", "H", "H", "H", "H", "H", "H", "H", "H", "H", "H", "H", "H", "H", "H", "C", "O", "C", "C", "O", "C", "C", "O", "C", "H", "H", "H", "H", "H", "H", "H", "H", "H", "H", "H", "H", "H", "H"], "coordinates": [[1.962071, -3.069982, 1.426176], [1.790732, -2.855229, 0.027417], [2.574658, -1.880098, -0.676171], [1.996929, -4.277687, -0.651868], [0.091764, -2.486495, -0.305118], [-0.270047, -1.155847, 0.395554], [-0.750766, -0.006397, -0.511045], [-1.652229, -0.395178, -1.660553], [-1.750831, 0.809599, -2.498410], [-3.056160, 0.656765, -3.358382], [-3.482480, 1.932700, -3.790578], [-2.913091, -0.436822, -4.263147], [-3.946787, 0.170945, -2.129333], [-3.156373, -0.775769, -1.373638], [-3.674163, -0.816226, 0.066395], [-4.004885, -2.223299, 0.524721], [-3.358921, -2.809721, 1.606974], [-3.668327, -4.104655, 2.005952], [-4.630545, -4.824269, 1.325032], [-5.292821, -4.243396, 0.251734], [-4.983835, -2.952512, -0.142534], [2.025159, -4.173060, -1.615733], [0.008400, -2.453123, -1.390876], [-0.497805, -3.319433, 0.084554], [-0.992605, -1.364047, 1.183214], [0.618268, -0.783773, 0.914430], [-1.296881, 0.709039, 0.111094], [0.112868, 0.528782, -0.915182], [-1.228371, -1.157332, -2.314447], [-3.319938, -1.758141, -1.827018], [-4.595119, -0.224858, 0.069341], [-2.983584, -0.347488, 0.767775], [-2.618089, -2.236571, 2.154515], [-3.156930, -4.546294, 2.854486], [-4.875558, -5.835848, 1.631662], [-6.056519, -4.798653, -0.284220], [-5.505991, -2.494671, -0.978963], [4.824466, 0.387615, 0.354898], [4.766411, 1.772013, 0.070570], [4.050911, 2.083152, -1.109442], [3.019447, 3.167689, -0.896623], [1.917696, 2.784320, -0.089110], [2.101052, 2.645335, 1.307317], [2.252724, 3.943246, 2.068289], [3.481965, 4.586178, 1.796747], [3.393899, 5.973902, 1.569966], [5.621524, -0.110224, -0.207531], [5.021395, 0.271683, 1.420737], [3.871891, -0.086650, 0.117069], [3.545206, 1.192354, -1.498939], [4.756212, 2.431214, -1.876186], [2.577573, 3.371305, -1.875613], [3.481509, 4.092163, -0.544546], [2.916089, 1.958356, 1.544629], [1.169739, 2.192261, 1.660660], [2.203525, 3.704340, 3.139240], [1.409598, 4.601637, 1.830960], [2.524368, 6.226497, 0.954101], [4.295455, 6.277020, 1.038893], [3.336150, 6.533640, 2.510101]], "forces_ev_per_a": [[0.06, -0.02, -0.16], [0.01, 0.30, 0.15], [-0.03, -0.28, 0.02], [-0.14, -0.01, -0.14], [-0.08, 0.03, 0.26], [0.16, 0.11, -0.08], [-0.06, -0.20, 0.23], [-0.21, 0.68, -0.30], [0.37, -0.33, 0.20], [-0.31, 0.00, -0.04], [-0.05, -0.10, 0.03], [0.03, 0.15, 0.03], [0.03, 0.11, -0.02], [0.15, -0.58, -0.08], [-0.18, 0.00, 0.01], [0.16, 0.12, 0.06], [0.02, 0.12, -0.01], [0.17, 0.07, 0.16], [-0.15, -0.22, -0.04], [-0.14, -0.05, -0.15], [-0.03, 0.01, -0.11], [0.16, -0.02, 0.05], [-0.05, 0.00, 0.04], [0.03, 0.05, -0.12], [-0.02, -0.04, -0.15], [-0.12, 0.00, 0.02], [0.17, 0.07, -0.07], [-0.09, -0.10, -0.09], [0.06, -0.03, 0.18], [-0.04, 0.11, 0.02], [0.12, 0.02, 0.07], [-0.06, 0.05, -0.07], [-0.04, -0.08, 0.03], [-0.03, 0.05, -0.07], [0.03, 0.10, -0.03], [0.08, 0.05, 0.08], [0.01, -0.09, 0.05], [-0.03, 0.07, 0.03], [-0.10, 0.05, 0.05], [0.12, -0.04, -0.08], [0.03, 0.10, -0.13], [-0.17, -0.04, -0.06], [0.01, -0.11, 0.08], [0.00, 0.08, 0.18], [0.01, -0.09, -0.23], [0.02, 0.01, 0.09], [-0.02, 0.00, -0.03], [0.06, 0.04, -0.02], [0.05, -0.13, 0.05], [0.01, -0.02, 0.03], [-0.05, -0.02, -0.04], [0.02, 0.05, 0.00], [0.04, -0.11, 0.14], [0.08, 0.12, -0.04], [0.02, -0.04, 0.03], [-0.08, 0.04, 0.01], [0.02, 0.01, -0.05], [0.00, 0.00, -0.01], [0.02, 0.00, 0.04], [-0.05, 0.01, -0.01]], "total_energy_ev": -61295.454, "orbital_gap_ev": 9.092}

***

{"formula": "C18H31BCuF6N7O5S5", "method": "ωB97M-V/def2-TZVPD", "elements": ["Cu", "C", "N", "C", "C", "N", "B", "N", "C", "C", "N", "C", "C", "S", "C", "S", "H", "H", "H", "H", "H", "H", "H", "H", "H", "H", "H", "H", "C", "C", "C", "O", "H", "H", "H", "H", "H", "H", "H", "C", "N", "C", "C", "S", "N", "C", "C", "H", "H", "H", "H", "H", "H", "H", "H", "H", "H", "H", "H", "F", "C", "F", "F", "S", "O", "O", "N", "S", "O", "O", "C", "F", "F", "F"], "coordinates": [[-0.222111, 0.515513, 0.548680], [-1.981173, 2.728063, -1.998214], [-0.548134, 2.796651, -2.234176], [0.068598, 2.814245, -3.463242], [1.398104, 2.817312, -3.222269], [1.593389, 2.811046, -1.860690], [3.066537, 2.792938, -1.294491], [3.180513, 2.214231, 0.144988], [3.880082, 2.857989, 1.144938], [3.967040, 2.026772, 2.204817], [3.316933, 0.865393, 1.843902], [3.229450, -0.339425, 2.650598], [2.846129, 0.993430, 0.585534], [1.901041, -0.198799, -0.220779], [0.395183, 2.816773, -1.262414], [0.018072, 2.807159, 0.421693], [-2.467298, 2.543691, -2.954222], [-2.340315, 3.666731, -1.576747], [-2.196194, 1.917279, -1.303261], [-0.487695, 2.795774, -4.383105], [2.230582, 2.796606, -3.901998], [3.708227, 2.103176, -2.059887], [3.482705, 3.932787, -1.249760], [4.221960, 3.868511, 1.020030], [4.370054, 2.166258, 3.191103], [3.200060, -0.059890, 3.699283], [4.087494, -0.984995, 2.457155], [2.322799, -0.879493, 2.389941], [-3.872291, -0.847047, 1.031471], [-3.012346, 0.410283, 1.074467], [-3.855702, 1.662500, 0.851366], [-2.003059, 0.316682, 0.102893], [-4.642009, -0.815673, 1.808107], [-3.256282, -1.733285, 1.183658], [-4.359562, -0.927706, 0.055171], [-2.577352, 0.486704, 2.076653], [-4.369048, 1.600048, -0.113750], [-3.215674, 2.546614, 0.851896], [-4.607560, 1.775777, 1.637093], [-0.498000, -4.874640, 2.270971], [-0.185154, -5.318460, 0.917457], [-0.976979, -6.484671, 0.536731], [-0.126096, -4.315527, -0.059877], [-0.738478, -2.798347, 0.183090], [0.488059, -4.700278, -1.209712], [1.406646, -5.821259, -1.291646], [0.501568, -3.830625, -2.369720], [-0.285291, -5.702864, 2.949942], [-1.545804, -4.575214, 2.377447], [0.111518, -4.017817, 2.539806], [-2.048145, -6.280855, 0.663220], [-0.708680, -7.335850, 1.165116], [-0.800835, -6.751754, -0.501982], [1.560602, -6.250363, -0.307572], [2.366779, -5.470710, -1.679502], [1.030955, -6.593800, -1.969889], [-0.372254, -3.186491, -2.357752], [0.501803, -4.446291, -3.271787], [1.392690, -3.195450, -2.370976], [-1.726572, -0.909842, 5.918493], [-1.759944, -0.589621, 4.625416], [-2.461835, -1.517856, 3.973430], [-2.376287, 0.576766, 4.496204], [-0.027551, -0.559526, 3.940441], [-0.080140, 0.354440, 2.812547], [0.249676, -1.940458, 3.685893], [0.872448, -0.064775, 5.123475], [1.040867, 1.463455, 5.531636], [2.235598, 2.062880, 5.010490], [-0.179419, 2.220721, 5.519870], [1.423177, 1.169084, 7.304951], [0.425151, 0.548014, 7.928314], [1.616217, 2.350762, 7.899613], [2.532659, 0.443599, 7.449428]], "forces_ev_per_a": [[0.00, -0.11, -0.54], [0.04, 0.07, -0.02], [-0.11, 0.13, -0.05], [-0.03, -0.08, 0.05], [0.01, -0.06, 0.08], [0.13, 0.03, 0.02], [0.03, 0.05, 0.03], [0.18, 0.00, -0.16], [-0.14, -0.03, -0.01], [-0.07, -0.06, 0.02], [0.07, -0.06, 0.07], [-0.02, 0.03, 0.00], [-0.12, 0.21, 0.09], [-0.16, -0.09, 0.00], [0.02, -0.24, -0.07], [0.08, 0.23, 0.07], [-0.01, 0.01, -0.01], [0.00, 0.01, 0.00], [0.01, -0.05, -0.01], [-0.01, 0.01, 0.01], [0.00, 0.01, 0.02], [-0.05, 0.07, 0.02], [-0.02, -0.06, 0.00], [0.01, -0.01, -0.02], [-0.01, -0.02, 0.01], [-0.01, 0.04, 0.03], [0.01, 0.01, 0.00], [0.06, 0.02, -0.02], [-0.04, -0.01, 0.00], [-0.04, 0.04, -0.04], [0.00, 0.01, 0.00], [0.18, -0.08, 0.27], [-0.01, 0.00, -0.02], [0.00, 0.01, 0.00], [0.02, -0.01, 0.01], [0.05, -0.01, 0.01], [0.00, 0.01, 0.01], [-0.01, 0.00, 0.01], [0.00, -0.01, -0.01], [0.06, -0.04, 0.01], [-0.17, 0.15, -0.12], [0.09, -0.02, 0.02], [0.23, -0.10, 0.21], [-0.10, 0.07, -0.11], [-0.09, -0.06, -0.10], [-0.04, 0.06, 0.01], [0.04, 0.03, 0.03], [-0.02, 0.00, 0.00], [-0.03, -0.03, -0.02], [0.02, -0.02, 0.00], [0.00, 0.00, 0.00], [0.00, 0.02, 0.01], [-0.01, -0.02, 0.01], [0.01, 0.00, 0.03], [0.00, 0.01, 0.01], [0.00, -0.02, 0.00], [0.00, -0.01, -0.01], [0.01, -0.02, 0.01], [-0.02, 0.04, 0.00], [-0.05, -0.11, 0.08], [0.19, 0.04, -0.10], [-0.10, -0.02, 0.00], [-0.04, 0.08, 0.00], [0.13, 0.15, 0.06], [-0.09, -0.20, 0.34], [0.03, 0.01, 0.02], [0.00, 0.24, -0.19], [-0.31, -0.16, -0.18], [0.07, -0.07, -0.03], [0.16, -0.06, 0.04], [0.00, 0.06, -0.01], [-0.06, -0.05, 0.04], [0.03, 0.07, 0.06], [0.05, -0.04, 0.03]], "total_energy_ev": -155638.825, "spin_multiplicity": 2, "de_lowest_kcal_mol": 8.2, "charge": -1, "orbital_gap_ev": [7.542, 7.081]}

***

{"formula": "C18H31Cl8Mg3O10", "method": "ωB97M-V/def2-TZVPD", "elements": ["Mg", "Mg", "Mg", "C", "C", "O", "O", "H", "H", "H", "C", "C", "O", "O", "H", "H", "H", "C", "C", "O", "O", "H", "H", "H", "C", "C", "O", "O", "H", "H", "H", "C", "C", "O", "O", "H", "H", "H", "Cl", "C", "C", "Cl", "H", "H", "H", "H", "Cl", "C", "C", "Cl", "H", "H", "H", "H", "Cl", "C", "C", "Cl", "H", "H", "H", "H", "Cl", "C", "C", "Cl", "H", "H", "H", "H"], "coordinates": [[0.034235, 2.013816, 5.165862], [2.986088, 0.904538, -3.475533], [4.029418, 2.275588, 1.796519], [-0.336285, 0.238095, -7.810381], [0.483151, 0.641094, -6.606264], [1.531172, 1.299579, -6.622584], [0.188216, 0.174001, -5.483392], [0.286702, 0.412938, -8.687545], [-1.227934, 0.852440, -7.685284], [-0.717122, -0.781194, -7.746211], [5.748767, 0.433762, 7.564406], [4.854760, 0.946061, 6.429740], [3.623949, 1.003232, 6.572183], [5.332916, 1.193308, 5.277964], [5.706195, 1.098821, 8.426945], [6.797217, 0.552465, 7.290961], [5.548202, -0.623207, 7.739602], [1.581578, 7.925482, 3.188234], [1.777856, 6.454620, 3.349808], [0.920858, 5.730809, 3.923815], [2.710577, 5.855420, 2.778415], [2.486566, 8.531747, 3.227546], [0.893098, 8.273588, 3.958242], [1.145952, 8.104156, 2.205180], [8.300331, 3.909619, -2.258621], [7.055112, 3.208401, -1.831367], [6.267610, 2.786759, -2.710746], [6.870701, 3.048581, -0.649553], [9.132531, 3.792116, -1.564554], [8.093369, 4.945612, -2.526917], [8.745014, 3.426958, -3.128906], [-0.237426, -1.215978, 0.229250], [0.843863, -0.282642, 0.600941], [1.802013, 0.062791, -0.125209], [0.847779, 0.345706, 1.698536], [-1.199515, -0.723061, 0.089511], [-0.425663, -1.903215, 1.054098], [-0.035838, -1.820058, -0.655372], [-6.310371, -4.708005, 3.431140], [-4.597231, -4.421155, 2.902169], [-3.525044, -5.033920, 3.862041], [-3.616693, -6.793349, 3.804427], [-4.408872, -3.357016, 2.759939], [-4.497132, -4.972927, 1.967489], [-3.742389, -4.575111, 4.826594], [-2.537086, -4.643014, 3.618642], [-4.610273, -3.264816, -5.753388], [-4.594628, -2.495764, -4.134557], [-5.602424, -1.342662, -3.947315], [-5.620979, -0.777719, -2.228701], [-3.591362, -2.120152, -3.933375], [-4.723572, -3.362027, -3.485674], [-6.650091, -1.607557, -4.089884], [-5.471795, -0.480987, -4.601967], [-6.444071, 4.643076, 2.576059], [-5.053099, 3.769488, 1.767990], [-4.798474, 4.429010, 0.426908], [-3.484682, 3.784983, -0.457982], [-5.327327, 2.725556, 1.615952], [-4.132834, 3.807940, 2.350861], [-4.646171, 5.501072, 0.551780], [-5.716637, 4.276224, -0.140310], [0.455644, -6.177946, -3.387707], [-0.382544, -7.525011, -2.598325], [0.558035, -8.218905, -1.629566], [0.898050, -7.134322, -0.301790], [-0.712765, -8.308169, -3.280779], [-1.282724, -7.095070, -2.159096], [1.553766, -8.428359, -2.020416], [0.169761, -9.186131, -1.310478]], "forces_ev_per_a": [[0.75, 0.22, -0.32], [-1.06, 0.07, -1.02], [-0.09, -0.31, -0.12], [-0.20, 0.37, 0.31], [2.46, -0.66, 2.83], [1.48, 1.60, -2.31], [-2.20, -1.65, 1.56], [-0.56, 0.14, -0.07], [0.01, 0.29, -0.76], [0.48, -0.02, 0.15], [0.54, 0.91, -0.61], [0.62, -0.38, -1.85], [-1.58, 0.15, 1.10], [0.50, 0.17, 0.24], [-0.74, -0.44, 0.29], [-0.03, -0.28, -0.53], [-0.19, 0.26, 0.35], [-0.41, 0.47, 0.47], [0.41, -1.04, -1.07], [-0.91, 0.04, 0.93], [0.91, -0.21, -0.27], [0.19, -0.43, 0.12], [-0.07, 0.13, -0.13], [-0.15, -0.12, 0.02], [1.64, -0.06, -0.74], [-0.98, -0.83, -2.83], [-0.64, -0.10, -1.13], [-0.55, -0.14, 4.84], [-0.46, 0.54, 0.60], [0.06, -0.02, 0.26], [-0.61, -0.02, -0.42], [-0.78, -1.19, -0.09], [1.64, 3.07, 1.42], [1.37, -0.73, -3.15], [-1.48, -0.44, 1.93], [0.20, 0.40, -0.09], [0.20, -0.02, 0.09], [0.21, 0.25, 0.02], [0.92, 0.30, -0.02], [0.70, -1.15, 0.06], [-1.47, 1.62, -0.31], [0.26, 0.17, 0.33], [-0.28, -0.07, 0.08], [-0.15, 0.39, -0.15], [-0.03, -0.82, 0.46], [0.05, -0.46, -0.46], [-0.13, 0.55, -0.06], [0.14, 0.18, 0.32], [-0.82, -0.50, 0.05], [0.45, -0.06, -0.32], [-0.01, 0.04, -0.27], [-0.48, 0.50, 0.33], [0.24, -0.57, -0.21], [0.64, -0.13, 0.16], [1.01, -0.61, -0.34], [0.16, 0.07, -0.11], [-2.10, 0.93, 0.63], [1.32, -0.83, -0.58], [-0.17, 0.13, 0.18], [-0.34, 0.17, 0.45], [-0.01, -0.10, 0.03], [0.14, 0.23, -0.27], [-0.05, 0.01, -0.45], [0.10, -0.82, 0.03], [0.12, -0.01, -0.29], [0.05, 0.31, 1.22], [0.13, 0.41, -0.61], [0.26, -0.21, 0.38], [-0.31, 0.06, -0.64], [-0.30, 0.27, 0.36]], "total_energy_ev": -156136.050, "charge": 1, "orbital_gap_ev": 2.820}